1.
This record from the OMol25 dataset describes 2 unconnected molecules or ions with the total composition C22H25N2O4 in a non-equilibrium geometry. The level of theory is the ωB97M-V functional and the def2-TZVPD basis.

Cartesian coordinates (Å):
C -4.3905 -1.8811 -2.4620
C -3.2468 -2.8525 -2.3950
O -2.5735 -2.5330 -1.1472
C -1.3844 -3.1331 -1.0107
C -0.8407 -2.9331 0.3172
N 0.2393 -3.6818 0.6501
N 1.1956 -4.2523 0.9257
C -1.4172 -2.0486 1.3356
O -2.0623 -1.0334 1.1232
O -1.0253 -2.4561 2.5660
C -1.6243 -1.6914 3.6537
C -0.9413 -2.1896 4.8996
O -0.8227 -3.7762 -1.8917
H -4.9976 -2.0963 -3.3400
H -5.0164 -1.9296 -1.5642
H -4.0092 -0.8590 -2.5444
H -3.5855 -3.8968 -2.3529
H -2.5514 -2.7317 -3.2349
H -1.4605 -0.6171 3.4860
H -2.7045 -1.9037 3.6625
H -1.3816 -1.7142 5.7778
H -1.0522 -3.2754 4.9979
H 0.1300 -1.9540 4.8865
C 3.8958 -0.8993 4.9169
C 3.3996 -1.0127 3.5114
C 2.2390 -0.3213 3.1265
C 1.7297 -0.4644 1.8516
C 2.3774 -1.2854 0.8728
C 1.7265 -1.4482 -0.3699
C 2.1573 -2.1072 -1.5466
C 1.5584 -1.7012 -2.7802
C 1.8854 -2.2995 -3.9769
C 2.8591 -3.3091 -4.0262
C 3.1761 -3.9622 -5.3335
C 3.4880 -3.6996 -2.8354
C 3.1078 -3.1649 -1.6117
C 3.6371 -1.8404 1.2387
C 4.0744 -1.7840 2.5538
H 4.6986 -1.6193 5.0978
H 4.2762 0.1089 5.1286
H 3.0858 -1.0891 5.6317
H 1.7292 0.3250 3.8464
H 0.8096 0.0522 1.5670
H 0.8310 -0.8394 -0.4960
H 0.8129 -0.9027 -2.7472
H 1.3834 -1.9899 -4.8985
H 4.0029 -4.6678 -5.2200
H 2.3024 -4.5093 -5.7099
H 3.4385 -3.2217 -6.0990
H 4.2726 -4.4592 -2.8816
H 3.4916 -3.5995 -0.6901
H 4.2537 -2.3288 0.4880
H 4.9690 -2.3336 2.8593

HOMO energy ... -12.3 eV
Total charge ... +1
Gap between HOMO and LUMO ... 6.827 eV

These are the natural (NBO) partial charges, in e, on atoms 1 to 8:
1. C -0.627
2. C -0.073
3. O -0.485
4. C 0.765
5. C -0.280
6. N 0.139
7. N 0.118
8. C 0.772

---

2.
This record from the OMol25 dataset describes C7H10 in the gas phase in a non-equilibrium geometry. The level of theory is the ωB97M-V functional and the def2-TZVPD basis.

Cartesian coordinates (Å):
C 1.3492 1.4264 -0.2414
C 1.6997 0.4374 -1.3658
C 0.5707 0.2083 -0.4690
C -1.6464 0.6157 1.2596
C -1.1115 -0.6445 1.1578
C -1.0028 -1.4788 -0.4990
C 0.0884 -0.8970 0.2976
H 0.9568 2.3969 -0.5492
H 2.0086 1.4792 0.6266
H 1.5366 0.7893 -2.3852
H 2.6043 -0.1681 -1.2611
H -1.1551 1.4737 0.8160
H -2.5621 0.7855 1.8224
H -1.4392 -1.4421 1.8227
H -1.5926 -0.8128 -1.1117
H -1.0852 -2.5542 -0.6728
H 0.7806 -1.6150 0.7525

HOMO energy (alpha / beta) ... -7.8 / -7.0 eV
Total charge ... 0
Gap between HOMO and LUMO (alpha / beta) ... 7.965 / 7.380 eV

These are the natural (NBO) partial charges, in e, on atoms 1 to 8:
1. C -0.466
2. C -0.457
3. C 0.101
4. C -0.405
5. C -0.215
6. C -0.308
7. C -0.377
8. H 0.219

---

3.
This record from the OMol25 dataset describes C3H6ClOP in the gas phase in a non-equilibrium geometry. The level of theory is the ωB97M-V functional and the def2-TZVPD basis.

Cartesian coordinates (Å):
C -1.5920 -1.3351 0.3243
C -0.4222 -1.1903 -0.3007
P 0.1321 0.4676 -0.7284
C 1.2319 0.9708 0.6067
O -1.2886 1.7567 -0.9021
Cl 1.3357 0.3653 -2.2284
H -1.8953 -2.2560 0.7721
H -2.2105 -0.4415 0.5439
H 0.2957 -1.8631 -0.5331
H 1.4951 2.0518 0.5826
H 0.6630 0.9971 1.4867
H 2.2551 0.4766 0.3763

HOMO energy ... -9.0 eV
Total charge ... 0
Gap between HOMO and LUMO ... 9.201 eV
Structure (SMILES) ... C=C[P@](C)(=O)Cl

These are the natural (NBO) partial charges, in e, on atoms 1 to 8:
1. C -0.269
2. C -0.581
3. P 1.559
4. C -1.017
5. O -0.956
6. Cl -0.206
7. H 0.206
8. H 0.241

---

4.
This record from the OMol25 dataset describes a molecular structure, C14H17Cl3N3O5PS. The level of theory is the ωB97M-V functional and the def2-TZVPD basis.

Cartesian coordinates (Å):
O 1.2985 -1.6402 5.1714
C 0.4820 -1.1811 4.4743
N -0.3759 -0.7613 3.7184
C -0.0381 0.1141 2.6476
C -0.5083 -0.0918 1.3893
C -1.3282 -1.3231 1.1050
C -0.4542 -2.3923 0.3997
O 0.0332 -3.3802 1.2905
C -0.1832 0.8221 0.2998
C -0.7454 0.5862 -1.0841
C -1.7961 1.6178 -1.5514
C -3.2344 1.3405 -1.1681
Cl -3.5045 1.3575 0.5921
C 0.6397 1.8840 0.5222
C 1.1406 2.8280 -0.5423
P 2.7940 2.3466 -1.1383
O 3.6898 3.4746 -1.3567
O 3.3674 1.2831 -0.0714
O 2.5231 1.4586 -2.4624
C 1.1178 2.1163 1.8394
N 1.9097 3.1137 2.2138
S 2.1777 2.9131 3.7826
N 1.3256 1.5880 4.0626
C 0.7820 1.2424 2.9022
H -1.6869 -1.7529 2.0331
H -2.1511 -1.0713 0.4484
H 0.4057 -1.8828 -0.0501
H -0.9917 -2.8690 -0.4120
H 0.5803 -2.9271 1.9375
H 0.0868 0.6748 -1.7842
H -1.1281 -0.4210 -1.1948
H -1.7619 1.6589 -2.6394
H -1.5412 2.5899 -1.1352
H -3.8595 2.1407 -1.5548
H -3.6133 0.4143 -1.5914
H 0.5008 2.7667 -1.4168
H 1.2126 3.8434 -0.1716
H 3.6432 0.4550 -0.4729
H 2.3687 0.5354 -2.2353
C -0.6215 -4.8002 -3.4426
Cl -1.1009 -5.6310 -1.9626
Cl -0.1671 -3.1156 -3.1341
H 0.2338 -5.3102 -3.8679
H -1.4564 -4.8056 -4.1321

HOMO energy ... -8.8 eV
Total charge ... 0
Gap between HOMO and LUMO ... 8.108 eV

These are the natural (NBO) partial charges, in e, on atoms 1 to 8:
1. O -0.477
2. C 0.901
3. N -0.582
4. C 0.185
5. C -0.038
6. C -0.482
7. C -0.051
8. O -0.707

---

5.
This record from the OMol25 dataset describes a molecular structure, C25H43BrMgN2P2 in a non-equilibrium geometry. The level of theory is the ωB97M-V functional and the def2-TZVPD basis.

Cartesian coordinates (Å):
N 4.9101 5.5430 3.3969
C 3.8707 5.4483 4.2177
C 2.6526 4.8876 3.8246
C 2.5197 4.3368 2.5284
C 3.6469 4.4642 1.6832
C 4.8019 5.0921 2.1534
C 1.3679 3.5255 2.1328
Mg -0.1271 2.3321 0.2944
P -1.1079 -4.5667 -0.7692
C 1.6000 2.3261 1.3948
C 1.5317 0.9528 1.9837
C 1.9620 -0.1909 1.2716
C 1.7444 -1.5001 1.7559
C 1.1228 -1.6658 3.0247
C 0.6677 -0.5273 3.7250
C 0.9768 0.7551 3.2699
Br 0.9606 -3.2694 3.9639
H 0.4180 3.7535 2.6542
H 2.0378 2.4241 0.3570
H 1.8685 4.8068 4.5673
H 3.6425 4.0386 0.6886
H 4.0248 5.8436 5.2205
H 5.6597 5.2237 1.4901
H 2.5001 -0.0120 0.3400
H 0.7186 1.6124 3.9014
H 2.0661 -2.3677 1.1777
H 0.1065 -0.6419 4.6533
P -1.2284 0.8794 -1.6973
C -0.5691 -4.3451 0.9469
C -0.0229 -5.6809 1.4321
H -1.4386 -4.0158 1.5297
H 0.1892 -3.5550 0.9473
H 0.0912 -5.6520 2.5138
H -0.6900 -6.5102 1.1757
H 0.9495 -5.9109 0.9890
C 0.2153 -3.7619 -1.7161
C 0.5142 -4.6555 -2.9170
H 1.0782 -3.6755 -1.0434
H -0.1375 -2.7601 -1.9915
H 1.4353 -4.3455 -3.4099
H 0.6395 -5.7015 -2.6099
H -0.2882 -4.6041 -3.6604
C -2.5962 -3.5297 -0.9287
C -3.8171 -4.4544 -1.1292
H -2.4219 -2.8521 -1.7882
H -2.6451 -2.9681 0.0184
H -4.6080 -3.9257 -1.6766
H -3.5424 -5.3547 -1.7064
H -4.2235 -4.7844 -0.1610
C -2.9256 0.8626 -2.3862
C -3.3373 1.9352 -3.3969
H -3.5898 0.8886 -1.5096
H -3.0522 -0.1306 -2.8443
H -3.5794 2.8998 -2.9311
H -2.5907 2.1250 -4.1798
H -4.2413 1.5894 -3.9124
C -0.3311 -0.0028 -3.0422
C 1.1783 0.2321 -3.0732
H -0.7989 0.3271 -3.9851
H -0.5580 -1.0792 -2.9382
H 1.4188 1.2582 -3.3845
H 1.6686 0.0349 -2.1097
H 1.6322 -0.4355 -3.8163
C -0.6958 2.6774 -1.9951
C -1.3890 3.8008 -1.1669
H -0.9166 2.8077 -3.0637
H 0.4157 2.7288 -1.9036
H -0.8652 4.7460 -1.3654
H -2.4261 3.9280 -1.5063
H -1.4373 3.7239 -0.0387
N -1.5145 1.3341 1.4977
H -1.3176 0.3756 1.1805
H -2.5047 1.5374 1.3640
H -1.2693 1.3748 2.4877

HOMO energy (alpha / beta) ... -11.9 / -11.9 eV
Total charge ... +2
Gap between HOMO and LUMO (alpha / beta) ... 3.675 / 3.607 eV

These are the Löwdin partial charges, in e, on atoms 1 to 8:
1. N 0.096
2. C -0.094
3. C 0.018
4. C -0.200
5. C 0.003
6. C -0.097
7. C 0.002
8. Mg 0.669

---

6.
This record from the OMol25 dataset describes a molecular structure, S2 in a non-equilibrium geometry. The level of theory is the ωB97M-V functional and the def2-TZVPD basis.

Cartesian coordinates (Å):
S 0.0000 0.0000 1.3338
S 0.0000 0.0000 -1.3338

HOMO energy (alpha / beta) ... -3.5 / -3.2 eV
Multiplicity ... 2
Total charge ... -1
Gap between HOMO and LUMO (alpha / beta) ... 6.811 / 5.776 eV

Here is what natural (NBO) gives for the atomic charges, in e:
1. S -0.500
2. S -0.500

---

7.
This record from the OMol25 dataset describes a molecular structure, C23H17Cl2GaNO3S3. The level of theory is the ωB97M-V functional and the def2-TZVPD basis.

Cartesian coordinates (Å):
Ga -0.5205 -1.0947 -0.4766
Cl 3.8213 -2.0903 1.4684
C 2.3121 -2.8689 1.7471
C 2.2659 -4.0230 2.5600
C 1.0890 -4.6567 2.8225
Cl 1.0662 -6.0534 3.8437
C -0.1216 -4.1720 2.2662
C -1.4044 -4.7164 2.4807
C -2.5030 -4.1521 1.8859
C -2.3341 -3.0527 1.0380
N -1.1468 -2.5231 0.8242
C -0.0428 -3.0410 1.4403
C 1.1733 -2.3460 1.1891
O 1.1206 -1.2497 0.4518
H 3.1871 -4.3993 2.9846
H -1.5109 -5.5817 3.1219
H -3.4943 -4.5493 2.0500
H -3.1692 -2.6112 0.5102
C -0.8856 -2.5810 -5.2247
O -1.7436 -2.0660 -4.1784
C -1.2822 -1.7111 -3.0208
S 0.3604 -1.8001 -2.5594
S -2.4294 -1.1241 -1.9048
H -1.2501 -3.5736 -5.4660
H 0.1501 -2.6201 -4.9007
H -0.9992 -1.9194 -6.0767
O -0.8016 0.7081 0.0841
S 0.2767 1.5630 0.7960
C -0.6252 3.0008 1.2802
C -0.2495 3.6001 2.4716
C -0.8907 4.7721 2.8522
C -1.8918 5.3030 2.0521
C -2.2648 4.6723 0.8676
C -1.6257 3.5127 0.4657
C 1.2581 2.2069 -0.5429
C 0.9138 1.9337 -1.8554
C 1.7112 2.4516 -2.8689
C 2.8212 3.2228 -2.5581
C 3.1497 3.4807 -1.2315
C 2.3703 2.9667 -0.2103
H 0.5188 3.1592 3.0966
H -0.6145 5.2592 3.7779
H -2.3914 6.2144 2.3542
H -3.0528 5.0892 0.2539
H -1.9005 3.0093 -0.4529
H 0.0378 1.3428 -2.0911
H 1.4577 2.2499 -3.9016
H 3.4380 3.6244 -3.3514
H 4.0197 4.0765 -0.9908
H 2.6273 3.1575 0.8262

HOMO energy ... -10.7 eV
Total charge ... +1
Gap between HOMO and LUMO ... 7.514 eV

These are the natural (NBO) partial charges, in e, on atoms 1 to 8:
1. Ga 1.594
2. Cl 0.053
3. C -0.109
4. C -0.197
5. C -0.040
6. Cl 0.037
7. C -0.106
8. C -0.064

---

8.
This record from the OMol25 dataset describes 2 unconnected molecules or ions with the total composition C9H14O in a non-equilibrium geometry. The level of theory is the ωB97M-V functional and the def2-TZVPD basis.

Cartesian coordinates (Å):
C -1.0044 2.5491 1.1132
C -1.1767 1.0666 1.2418
C -1.0115 0.3124 0.0421
C -1.1091 -1.0253 -0.0277
C -1.3899 -1.7412 1.1047
O -1.5426 -3.0745 0.8959
C -1.4705 -1.0528 2.2832
C -1.2882 0.3562 2.3930
H -1.3595 3.0505 2.0232
H -1.5278 2.9812 0.2335
H 0.0638 2.8372 0.6915
H -0.8871 0.8631 -0.8751
H -1.1253 -1.6966 -1.0171
H -1.7024 -3.5593 1.7400
H -1.6123 -1.6508 3.2086
H -1.4143 0.9210 3.3306
C 2.7189 0.4275 -2.0564
C 2.0716 -0.7901 -2.4972
H 3.3945 0.3379 -1.1903
H 2.0676 1.3967 -1.8812
H 3.4950 0.8757 -2.8555
H 2.7584 -1.7160 -2.0830
H 1.1049 -0.8022 -2.2028
H 1.9469 -0.8664 -3.6148

HOMO energy ... -8.4 eV
Total charge ... 0
Gap between HOMO and LUMO ... 9.255 eV
Structure (SMILES) ... Cc1ccc(O)cc1.CC

These are the natural (NBO) partial charges, in e, on atoms 1 to 8:
1. C -0.638
2. C -0.042
3. C -0.202
4. C -0.227
5. C 0.268
6. O -0.667
7. C -0.286
8. C -0.201